# 1
Formula: C36H74N10O14SZn
Source: the OMol25 dataset
Level of theory: ωB97M-V/def2-TZVPD

```
136
Properties=species:S:1:pos:R:3:mulliken_spin:R:1
C -8.007 11.592 -24.102 -0.001
N -7.966 10.229 -24.569 0.000
C -7.361 9.921 -25.736 0.000
C -7.316 8.578 -26.149 0.000
C -8.027 7.606 -25.373 0.000
C -8.664 7.991 -24.217 0.000
C -8.554 9.284 -23.761 0.001
C -8.052 6.122 -25.788 0.000
C -7.796 5.707 -27.136 0.000
C -7.732 4.301 -27.467 0.000
N -8.121 3.380 -26.547 0.000
C -8.410 3.715 -25.278 0.000
C -8.427 5.058 -24.919 0.000
C -8.252 1.895 -26.944 0.000
H -9.073 11.797 -24.002 0.001
H -7.543 12.213 -24.869 0.000
H -7.512 11.641 -23.132 -0.001
H -6.847 10.733 -26.229 0.000
H -6.718 8.397 -27.030 0.000
H -9.237 7.270 -23.652 0.000
H -8.981 9.704 -22.863 0.000
H -7.554 6.427 -27.903 0.000
H -7.400 3.994 -28.447 0.000
H -8.762 2.901 -24.663 0.000
H -8.794 5.214 -23.916 0.000
H -8.131 1.285 -26.049 0.000
H -7.414 1.727 -27.620 0.000
H -9.200 1.852 -27.481 0.000
Zn -12.291 9.527 -20.209 0.001
S -11.141 10.999 -21.922 0.004
O -12.095 11.256 -20.888 0.000
O -9.860 11.478 -21.466 0.002
O -11.226 9.578 -21.836 0.001
O -11.558 11.523 -23.250 0.000
O -7.760 15.484 -20.812 0.867
C -8.430 14.530 -21.178 0.017
N -8.229 13.336 -20.693 0.053
C -9.555 14.679 -22.181 0.055
H -7.543 13.199 -19.964 0.005
H -8.867 12.598 -20.955 0.000
H -9.748 13.666 -22.532 0.012
H -9.247 15.247 -23.059 -0.006
H -10.472 15.067 -21.738 -0.009
O -9.378 12.318 -26.629 0.001
C -9.864 13.414 -26.462 0.000
N -10.658 13.533 -25.396 0.002
C -9.480 14.629 -27.335 0.000
H -10.840 12.823 -24.701 -0.002
H -10.827 14.521 -25.276 0.000
H -8.684 15.092 -26.751 0.000
H -10.342 15.278 -27.493 0.000
H -9.054 14.233 -28.257 0.000
O -14.795 14.754 -23.906 0.001
C -14.230 13.722 -23.580 0.000
N -12.903 13.811 -23.363 0.001
C -14.952 12.448 -23.276 0.000
H -12.355 14.520 -23.830 0.000
H -12.435 12.930 -23.201 0.000
H -15.705 12.173 -24.015 0.000
H -15.483 12.578 -22.333 0.000
H -14.240 11.652 -23.059 0.000
O -13.118 9.228 -26.980 0.000
C -12.706 10.032 -26.138 0.000
N -12.042 9.588 -25.108 0.000
C -13.006 11.531 -26.234 0.000
H -11.719 10.215 -24.384 0.000
H -12.032 8.582 -25.018 0.000
H -12.716 11.945 -27.200 0.000
H -12.591 12.087 -25.393 0.001
H -14.071 11.765 -26.197 0.000
O -12.189 7.639 -19.906 0.000
C -12.294 6.407 -20.042 0.000
N -12.104 5.926 -21.252 0.000
C -12.376 5.446 -18.829 0.000
H -12.037 6.464 -22.104 0.000
H -11.922 4.934 -21.295 0.000
H -11.372 5.073 -18.626 0.000
H -13.057 4.625 -19.055 0.000
H -12.636 5.869 -17.859 0.000
O -10.719 9.696 -18.914 0.000
C -9.934 10.339 -18.241 0.000
N -9.658 11.543 -18.644 -0.001
C -9.060 9.739 -17.164 0.000
H -8.923 12.066 -18.188 -0.001
H -10.084 11.853 -19.506 0.001
H -9.638 9.517 -16.267 0.000
H -8.409 10.565 -16.879 0.000
H -8.435 8.919 -17.519 0.000
C -11.931 16.459 -14.499 0.000
O -12.047 15.647 -15.646 0.000
C -10.920 15.876 -16.523 0.000
C -10.967 14.938 -17.719 0.001
N -12.244 15.124 -18.404 0.000
C -12.449 14.096 -19.437 -0.001
C -13.894 14.406 -19.877 0.001
O -14.813 14.215 -18.798 0.000
C -16.133 14.685 -19.147 0.000
H -11.947 17.523 -14.733 0.000
H -10.986 16.359 -13.965 0.000
H -12.794 16.238 -13.871 0.000
H -10.019 15.660 -15.949 0.000
H -10.877 16.909 -16.867 0.000
H -10.883 13.950 -17.266 0.000
H -10.097 15.101 -18.355 -0.003
H -12.942 15.007 -17.684 0.000
H -12.284 13.032 -19.268 0.000
H -11.767 14.419 -20.224 -0.001
H -14.191 13.712 -20.664 0.000
H -13.912 15.381 -20.364 0.000
H -16.227 15.771 -19.144 0.000
H -16.872 14.242 -18.478 0.000
H -16.516 14.256 -20.073 0.000
C -12.266 9.135 -14.585 0.000
O -12.910 9.441 -15.880 0.000
C -13.073 8.410 -16.767 0.000
C -14.122 8.889 -17.793 0.000
N -13.602 10.035 -18.578 0.000
C -14.613 10.716 -19.357 0.000
C -15.090 9.911 -20.599 0.000
O -13.943 9.268 -21.191 0.000
C -14.273 8.458 -22.322 0.000
H -12.929 8.587 -13.916 0.000
H -12.228 10.113 -14.106 0.000
H -11.340 8.559 -14.602 0.000
H -13.508 7.588 -16.198 0.000
H -12.138 8.222 -17.295 0.000
H -15.043 9.082 -17.242 0.000
H -14.288 8.037 -18.452 0.000
H -13.282 10.595 -17.801 0.000
H -14.182 11.679 -19.633 0.000
H -15.450 10.924 -18.691 0.000
H -15.503 10.538 -21.389 0.000
H -15.846 9.199 -20.271 0.000
H -13.417 8.098 -22.893 0.000
H -14.846 8.990 -23.082 0.000
H -14.754 7.518 -22.054 0.000
```

Computed properties:
Gap between HOMO and LUMO (spin up / spin down) ... 5.1 / 2.6 eV
Total charge ... +3
Multiplicity ... 2
Highest occupied orbital energy (spin up / spin down) ... -0.5188 / -0.5188 Ha

---

# 2
Formula: C36H74N2O6
Source: the OMol25 dataset
Level of theory: ωB97M-V/def2-TZVPD

```
118
Properties=species:S:1:pos:R:3:mulliken_charge:R:1
C 5.156 -0.539 2.357 -1.666
C 4.163 0.062 1.354 1.009
C 4.844 0.849 0.240 -1.579
C 3.080 0.890 2.098 -1.239
C 1.725 0.688 1.493 0.480
C 1.444 1.281 0.232 -0.078
N 0.315 1.130 -0.389 -0.575
C -0.613 0.347 0.243 0.218
C -1.856 0.112 -0.378 -0.596
C -2.814 -0.661 0.230 -0.426
C -2.553 -1.213 1.497 -0.514
C -1.342 -0.998 2.106 -0.510
C -0.342 -0.219 1.494 0.251
N 0.855 -0.038 2.137 -0.546
H 5.439 0.169 3.126 0.355
H 6.030 -0.895 1.819 0.405
H 4.697 -1.412 2.809 0.410
H 3.658 -0.782 0.888 0.272
H 4.252 0.830 -0.667 0.353
H 5.783 0.366 -0.018 0.430
H 5.053 1.878 0.514 0.233
H 3.339 1.944 2.015 0.428
H 3.052 0.616 3.144 0.377
H 2.190 1.917 -0.221 0.578
H -2.034 0.548 -1.347 0.463
H -3.749 -0.833 -0.277 0.413
H -3.325 -1.806 1.964 0.469
H -1.163 -1.438 3.074 0.501
C 5.782 5.598 -1.688 -1.244
C 5.422 4.134 -1.500 -0.285
O 4.032 3.869 -1.503 -0.385
C 3.331 4.214 -2.686 0.272
C 3.819 3.498 -3.933 -0.883
H 5.307 6.209 -0.919 0.310
H 6.862 5.729 -1.620 0.414
H 5.462 5.977 -2.660 0.250
H 5.775 3.800 -0.524 0.349
H 5.932 3.513 -2.246 0.362
H 3.347 5.301 -2.834 -0.221
H 2.293 3.940 -2.495 0.338
H 4.853 3.750 -4.175 0.291
H 3.201 3.773 -4.789 0.102
H 3.761 2.417 -3.801 0.320
C -6.066 -5.297 -0.514 -1.257
C -5.115 -4.267 0.071 -0.230
O -4.639 -4.589 1.363 -0.402
C -3.904 -5.798 1.477 0.034
C -2.647 -5.836 0.625 -1.095
H -6.920 -5.446 0.147 0.296
H -6.430 -4.961 -1.486 0.405
H -5.583 -6.264 -0.659 0.294
H -5.639 -3.316 0.182 0.342
H -4.276 -4.084 -0.611 0.322
H -4.545 -6.659 1.263 0.202
H -3.627 -5.875 2.527 0.176
H -2.869 -5.777 -0.442 0.285
H -2.108 -6.767 0.802 0.363
H -1.991 -5.000 0.874 0.287
C 0.371 4.887 -7.296 -1.076
C 1.824 4.537 -7.554 -0.232
O 2.158 3.195 -7.254 -0.386
C 1.482 2.192 -7.988 -0.380
C 1.711 2.260 -9.488 -1.042
H 0.108 4.673 -6.260 0.252
H 0.204 5.949 -7.480 0.384
H -0.312 4.328 -7.938 0.346
H 2.456 5.138 -6.897 0.170
H 2.113 4.790 -8.581 0.320
H 0.410 2.209 -7.760 0.317
H 1.868 1.248 -7.604 0.325
H 1.328 3.184 -9.921 0.271
H 1.206 1.428 -9.980 0.391
H 2.777 2.202 -9.713 0.291
C -4.304 -8.085 5.831 -1.092
C -4.784 -8.348 4.414 -0.360
O -3.745 -8.410 3.454 -0.313
C -2.768 -9.416 3.648 -0.382
C -3.324 -10.830 3.643 -1.073
H -3.729 -7.159 5.873 0.294
H -5.157 -7.997 6.504 0.390
H -3.669 -8.890 6.205 0.271
H -5.422 -7.525 4.090 0.339
H -5.397 -9.255 4.375 0.341
H -2.201 -9.227 4.567 0.311
H -2.069 -9.299 2.820 0.306
H -4.020 -11.001 4.464 0.269
H -2.511 -11.550 3.742 0.388
H -3.852 -11.028 2.709 0.300
C -0.271 -0.074 8.054 -1.025
C -0.746 -1.510 8.201 -0.324
O -2.151 -1.647 8.311 -0.435
C -2.911 -1.167 7.218 -0.515
C -2.594 -1.846 5.897 -0.741
H -0.619 0.530 8.894 0.298
H 0.818 -0.042 8.028 0.379
H -0.637 0.388 7.136 0.260
H -0.345 -1.931 9.123 0.335
H -0.363 -2.127 7.381 0.301
H -2.807 -0.080 7.126 0.331
H -3.950 -1.359 7.484 0.350
H -1.564 -1.670 5.584 0.156
H -3.249 -1.465 5.112 0.370
H -2.739 -2.924 5.977 0.282
C -0.346 7.878 -2.219 -1.261
C -0.066 6.792 -3.244 0.273
O 0.150 7.277 -4.557 -0.419
C 1.243 8.158 -4.727 -0.518
C 2.587 7.558 -4.347 -0.632
H -1.209 8.472 -2.520 0.302
H -0.553 7.429 -1.247 0.433
H 0.500 8.555 -2.097 0.278
H -0.932 6.135 -3.320 0.401
H 0.776 6.166 -2.923 -0.145
H 1.071 9.094 -4.183 0.306
H 1.246 8.410 -5.788 0.359
H 2.637 7.303 -3.287 0.202
H 3.387 8.269 -4.555 0.438
H 2.773 6.647 -4.919 0.093
```

Computed properties:
Gap between HOMO and LUMO ... 9.1 eV
SMILES string ... CC(C)Cc1cnc2ccccc2n1.CCOCC.CCOCC.CCOCC.CCOCC.CCOCC.CCOCC
Highest occupied orbital energy ... -0.3248 Ha

---

# 3
Formula: C36H75Br3N7O7
Source: the OMol25 dataset
Level of theory: ωB97M-V/def2-TZVPD

```
128
Properties=species:S:1:pos:R:3:mulliken_spin:R:1
C -10.229 15.126 -3.715 0.000
Br -11.785 14.227 -2.905 0.000
Br -10.105 16.913 -2.994 0.000
Br -10.252 15.081 -5.716 0.000
H -9.334 14.649 -3.314 0.000
C -20.859 16.614 -1.221 0.006
C -19.663 16.329 -2.166 -0.023
C -19.355 17.684 -2.941 0.016
C -17.975 17.706 -3.629 0.000
C -16.839 17.402 -2.660 0.052
C -17.040 16.117 -1.924 -0.027
N -18.426 15.950 -1.334 0.388
O -18.627 15.026 -0.161 0.569
C -16.748 14.892 -2.818 0.011
C -15.973 16.022 -0.854 -0.001
C -20.131 15.314 -3.250 0.022
H -21.669 17.167 -1.697 0.000
H -20.545 17.168 -0.337 -0.005
H -21.171 15.658 -0.799 0.000
H -19.996 17.803 -3.814 0.000
H -19.666 18.661 -2.573 -0.006
H -17.959 18.706 -4.064 0.000
H -17.996 17.036 -4.488 -0.001
H -16.712 18.184 -1.911 0.002
H -15.950 17.378 -3.289 0.003
H -16.591 13.906 -2.380 -0.006
H -17.561 14.629 -3.494 0.001
H -15.865 15.023 -3.442 0.005
H -16.064 15.151 -0.206 0.002
H -14.975 15.952 -1.288 0.000
H -15.883 16.819 -0.116 -0.006
H -19.552 15.155 -4.160 -0.001
H -21.143 15.525 -3.593 0.001
H -20.200 14.405 -2.653 -0.002
C -14.389 18.743 -9.665 0.054
C -13.572 17.526 -9.253 0.003
C -12.245 18.224 -8.873 0.014
C -12.281 18.946 -7.514 -0.015
C -12.715 17.895 -6.381 0.035
C -14.063 17.241 -6.727 0.027
N -14.100 16.698 -8.152 0.376
O -15.410 16.069 -8.468 0.502
C -14.199 16.083 -5.735 0.005
C -15.162 18.191 -6.387 0.029
C -13.314 16.809 -10.560 0.020
H -14.293 19.586 -8.980 -0.004
H -15.423 18.399 -9.661 -0.011
H -14.176 19.097 -10.673 -0.001
H -11.601 17.354 -8.744 -0.003
H -11.776 18.892 -9.595 -0.001
H -12.827 19.889 -7.548 -0.001
H -11.260 19.295 -7.355 -0.001
H -12.806 18.358 -5.399 -0.001
H -11.895 17.177 -6.354 -0.014
H -14.375 16.527 -4.755 0.003
H -15.063 15.430 -5.854 0.000
H -13.428 15.322 -5.613 -0.005
H -15.120 19.152 -6.900 -0.007
H -16.157 17.831 -6.648 -0.004
H -15.118 18.306 -5.304 0.000
H -12.969 17.503 -11.327 0.000
H -14.245 16.351 -10.895 0.002
H -12.637 15.956 -10.526 -0.004
C -13.966 25.804 -12.161 0.020
C -15.463 25.563 -11.844 0.003
C -16.167 24.941 -13.068 0.012
C -16.217 23.442 -13.173 -0.007
C -16.782 22.860 -11.879 0.017
C -15.984 23.287 -10.604 0.021
N -15.796 24.784 -10.593 0.346
O -15.236 25.301 -9.341 0.573
C -16.757 22.740 -9.391 0.007
C -14.657 22.544 -10.562 0.000
C -15.922 27.040 -11.927 0.013
H -13.333 24.918 -12.110 0.000
H -13.443 26.437 -11.444 -0.001
H -13.825 26.107 -13.198 0.001
H -17.203 25.278 -13.034 -0.002
H -15.699 25.248 -14.003 -0.001
H -15.199 23.074 -13.301 -0.001
H -16.768 23.176 -14.075 0.000
H -16.831 21.774 -11.962 0.002
H -17.772 23.308 -11.794 -0.003
H -17.740 23.192 -9.256 -0.007
H -17.001 21.679 -9.442 0.000
H -16.201 22.904 -8.468 0.003
H -14.880 21.480 -10.490 0.002
H -13.946 22.830 -11.337 0.000
H -14.128 22.721 -9.625 0.005
H -16.968 27.059 -11.622 -0.003
H -15.751 27.552 -12.874 0.001
H -15.430 27.598 -11.130 -0.002
O -10.909 23.898 -6.976 0.000
C -11.881 23.305 -6.748 -0.002
N -13.054 23.551 -7.320 0.001
C -11.839 22.308 -5.600 0.000
H -13.840 22.924 -7.220 0.002
H -13.020 24.170 -8.118 0.000
H -12.368 22.695 -4.730 0.000
H -10.896 22.017 -5.138 0.000
H -12.392 21.393 -5.815 0.000
O -18.378 19.685 -11.392 0.000
C -18.223 18.613 -11.943 0.000
N -19.098 18.253 -12.810 0.000
C -17.097 17.541 -11.620 -0.004
H -19.162 17.349 -13.256 0.000
H -19.952 18.792 -12.828 0.000
H -16.197 18.115 -11.837 0.000
H -17.067 16.654 -12.252 0.000
H -16.978 17.227 -10.582 0.005
O -15.585 22.096 -6.099 -0.001
C -15.638 22.069 -4.868 0.000
N -16.480 22.849 -4.205 0.000
C -14.827 20.973 -4.100 0.000
H -17.173 23.402 -4.689 0.000
H -16.805 22.449 -3.337 0.000
H -13.991 20.587 -4.683 0.000
H -15.529 20.154 -3.938 0.000
H -14.398 21.346 -3.170 0.000
O -17.053 12.066 -10.415 0.858
C -17.172 13.150 -9.879 -0.032
N -16.679 14.176 -10.506 0.057
C -17.935 13.381 -8.548 0.086
H -16.218 14.064 -11.397 0.006
H -16.728 15.042 -9.989 0.013
H -17.521 14.310 -8.156 0.018
H -17.806 12.661 -7.740 -0.001
H -18.969 13.547 -8.851 -0.005
```

Computed properties:
Gap between HOMO and LUMO (spin up / spin down) ... 6.7 / 1.9 eV
Total charge ... +1
Multiplicity ... 5
Highest occupied orbital energy (spin up / spin down) ... -0.3739 / -0.3897 Ha

---

no.,calculated total energy (hartree)
1,-5193.65623
2,-1976.93402
3,-10048.05420